(1)
Formula: C20H21Br2Cl3N3O6TeTi
Source: OMol25
Level of theory: wB97M-V/def2-TZVPD

Values from the calculation:
HOMO energy (alpha / beta): -4.262 / -4.262 eV
Total energy: -9036.76537 hartree
Net charge: -1

Each line ends with the Löwdin charge.
Atoms and positions in Å:
1 H 1.302 2.656 1.973  0.110
2 C -1.362 -2.489 3.220  -0.182
3 H 1.415 4.003 0.824  0.137
4 C -2.989 -1.880 -0.692  -0.051
5 C 1.130 2.954 0.940  -0.072
6 C -0.782 -2.516 4.512  -0.620
7 C 0.631 -0.654 3.951  -0.595
8 O -3.583 2.475 1.644  0.091
9 N -1.382 -1.350 1.071  0.076
10 H 2.960 -0.840 -0.784  -0.017
11 H 4.672 -0.896 -1.260  0.000
12 Te 3.228 0.506 -3.050  1.169
13 H -1.454 3.902 1.931  0.140
14 H -2.813 -4.089 3.383  0.085
15 Cl -2.287 -3.573 -3.613  -0.517
16 C 3.648 -0.995 -1.610  -0.435
17 H 0.597 -1.631 5.871  0.094
18 H -0.809 1.060 -2.643  0.073
19 H -3.003 -0.822 -0.948  0.074
20 H 0.632 2.801 -2.096  0.118
21 C 0.193 -1.330 -2.296  -0.363
22 H -2.447 -2.419 -1.490  -0.029
23 H -0.288 4.510 -0.531  0.138
24 Cl 1.287 -3.036 -4.038  0.613
25 C -2.403 -3.322 2.741  -0.009
26 H 4.069 -1.277 -4.926  -0.018
27 N -0.100 -0.958 -1.196  0.053
28 C -2.894 -3.123 1.490  0.021
29 O 0.506 0.264 1.747  -0.172
30 H -0.780 2.395 2.599  0.131
31 H -1.817 3.623 -0.474  0.136
32 C -2.481 2.107 1.313  -0.587
33 O -0.997 1.544 -1.823  -0.114
34 C 0.178 -1.617 4.875  -0.169
35 H 5.472 -0.608 -4.050  -0.010
36 C 0.130 -0.606 2.676  -0.345
37 H -3.705 -3.729 1.110  0.122
38 C -0.888 -1.527 2.324  -0.129
39 C -0.437 2.857 -1.891  -0.170
40 Br 1.922 0.613 4.485  0.795
41 Cl -0.272 -0.622 -4.734  0.594
42 Ti -0.417 0.442 0.091  1.183
43 H 3.480 -1.974 -2.056  -0.011
44 C 2.028 2.086 0.063  -0.617
45 C 0.246 -1.773 -3.543  -1.260
46 C -1.212 2.859 1.710  -0.073
47 H -4.008 -2.263 -0.703  0.088
48 O -2.219 1.073 0.555  -0.120
49 H 4.675 0.348 -5.309  -0.020
50 N -0.271 2.710 0.597  -0.207
51 O 3.212 2.311 -0.027  0.056
52 Br -1.364 -3.796 5.784  0.762
53 C -0.736 3.511 -0.560  -0.112
54 C 4.514 -0.375 -4.511  -0.486
55 O 1.376 1.155 -0.580  -0.235
56 C -2.381 -2.099 0.642  -0.249
57 H -0.923 3.425 -2.687  0.136


(2)
Formula: C5H7NOS2
Source: OMol25
Level of theory: wB97M-V/def2-TZVPD

Values from the calculation:
HOMO energy (alpha / beta): -7.810 / -7.616 eV
Total energy: -1120.91199 hartree

Each line ends with the Löwdin charge.
Atoms and positions in Å:
1 S 1.827 1.445 0.438  0.387
2 H -1.685 -1.395 -0.157  0.144
3 H -0.612 0.968 1.501  0.108
4 O 1.723 -2.845 -0.693  0.077
5 C -1.261 0.553 0.676  -0.181
6 C 0.294 -1.242 0.223  -0.118
7 H -1.390 -1.329 1.692  0.136
8 N 0.960 -2.071 -0.246  -0.100
9 S 3.695 1.310 0.079  0.054
10 H -0.565 2.146 -0.618  0.107
11 H -1.165 0.735 -1.581  0.116
12 H 1.275 0.061 -1.385  0.054
13 C -0.642 1.047 -0.691  -0.225
14 C 0.806 0.651 -0.668  -0.496
15 C -1.054 -0.984 0.682  -0.139
16 H -2.207 0.951 0.750  0.078


(3)
Formula: C39H63ClF8O24S
Source: OMol25
Level of theory: wB97M-V/def2-TZVPD

Values from the calculation:
SMILES string: O=C1OC(=O)C(CCOCC(F)(F)C(F)(F)C(F)(F)C(F)F)=C1CCCCS(=O)(=O)Cl.CCOC(=O)OC.CCOC(=O)OC.CCOC(=O)OC.CCOC(=O)OC.CCOC(=O)OC.CCOC(=O)OC
HOMO energy: -10.663 eV
Total energy: -4986.93829 hartree

Each line ends with the Löwdin charge.
Atoms and positions in Å:
1 H 5.635 1.749 0.198  0.081
2 H 3.562 -6.898 0.418  0.115
3 O 10.031 6.941 -2.403  0.010
4 H -10.406 -4.525 3.139  0.090
5 H 4.785 -3.272 1.161  0.145
6 O -12.518 -2.594 0.067  0.028
7 C 0.920 1.270 -1.080  -0.306
8 O 8.416 -5.908 -0.492  0.216
9 O 8.459 3.534 -1.702  -0.020
10 O 2.066 2.015 7.571  0.122
11 O -6.331 -4.792 -0.767  0.121
12 H -0.250 0.413 4.766  0.076
13 H 4.978 -0.890 -0.707  0.131
14 H -3.758 -4.835 -1.354  0.086
15 C 11.864 9.355 -4.130  -0.216
16 O 7.161 -2.047 -1.867  0.229
17 O -6.615 -3.953 1.316  0.003
18 Cl -0.397 -6.698 -2.363  0.413
19 O -13.631 -4.070 1.376  0.126
20 H -14.273 4.243 -3.966  0.080
21 C 5.948 2.728 0.559  -0.034
22 H 8.749 5.692 -3.483  0.101
23 O 9.647 7.877 -4.427  0.122
24 C 9.752 3.062 -2.114  -0.205
25 F 1.902 -0.367 2.938  0.131
26 O 8.380 1.932 -0.100  0.130
27 H 11.114 11.043 -3.021  0.081
28 O -11.445 -3.564 1.673  -0.007
29 H 2.095 1.245 5.190  0.124
30 F 1.027 2.022 1.885  0.145
31 C 7.756 -5.010 -0.788  -0.411
32 C -6.032 -4.734 0.399  -0.605
33 H 5.063 3.324 0.766  0.091
34 H 11.803 8.919 -5.128  0.123
35 H -0.082 1.001 6.425  0.076
36 O 0.612 -6.735 0.298  -0.321
37 C 2.302 4.297 8.887  -0.045
38 F 1.106 0.030 -1.579  0.094
39 H 12.916 9.553 -3.926  0.121
40 H 6.525 2.629 1.477  0.103
41 H 0.921 1.948 -1.948  0.179
42 S 0.392 -5.746 -0.712  0.355
43 O -11.318 2.756 -3.296  0.038
44 O -5.058 -5.419 0.999  0.040
45 H -0.878 2.009 5.229  0.084
46 C -13.424 3.977 -3.335  -0.067
47 H 3.708 -5.196 0.804  0.103
48 H -8.129 -2.623 1.636  0.091
49 C 1.884 -4.826 -1.139  -0.255
50 C 2.016 1.302 1.325  -0.370
51 H -10.889 1.399 0.279  0.100
52 H -14.218 -3.280 -0.928  0.123
53 O 6.698 3.403 -0.454  0.016
54 C 1.264 1.928 5.010  -0.214
55 C -14.638 -1.396 0.058  -0.062
56 C 11.075 10.645 -4.036  -0.067
57 O 11.435 8.409 -3.142  0.034
58 H 7.956 6.913 -2.441  0.107
59 H 10.202 3.869 -2.691  0.115
60 H 3.901 -3.224 -0.361  0.088
61 H 10.025 10.481 -4.278  0.075
62 C -3.272 -5.519 -0.655  -0.080
63 H -3.793 -6.996 0.807  0.124
64 C 2.765 -1.149 0.938  -0.116
65 C -12.633 -3.473 1.063  -0.605
66 C 6.065 -3.584 -0.442  -0.037
67 H 1.970 -4.043 -0.378  0.087
68 O 8.321 -3.761 -0.997  0.157
69 H 8.745 5.501 -1.727  0.075
70 H -12.887 4.886 -3.060  0.082
71 H -10.720 -0.051 -0.757  0.090
72 C 10.308 7.751 -3.427  -0.604
73 H -8.371 -3.663 0.228  0.095
74 C -13.718 -2.342 -0.681  -0.209
75 H 1.466 3.933 9.483  0.098
76 H -15.006 -1.841 0.983  0.075
77 C -12.504 3.016 -4.059  -0.213
78 C 9.633 1.823 -2.978  -0.055
79 H 1.270 2.173 3.952  0.092
80 H 2.824 -6.701 -1.645  0.115
81 H 10.609 1.531 -3.365  0.083
82 H -12.011 -3.957 3.627  0.099
83 C -11.440 -4.415 2.820  -0.040
84 C 8.797 6.225 -2.534  -0.035
85 H -2.629 -6.184 -1.224  0.012
86 C 3.929 -5.936 0.029  -0.181
87 H 3.195 3.706 9.084  0.095
88 O 1.462 3.164 5.715  0.044
89 H -13.805 3.537 -2.413  0.074
90 C 3.144 -5.706 -1.299  -0.209
91 C 1.763 -0.199 1.596  -0.423
92 C -10.311 0.929 -0.517  -0.034
93 H 2.543 -2.147 1.366  0.147
94 H 10.389 2.887 -1.247  0.130
95 C -4.299 -6.291 0.148  -0.197
96 O -0.593 -4.807 -0.261  -0.358
97 H -2.655 -4.919 -0.001  0.057
98 O -10.284 1.777 -1.668  0.008
99 C -7.632 -3.098 0.793  -0.043
100 F 3.259 1.342 -0.713  0.164
101 O 4.098 -0.789 1.199  -0.102
102 H -4.964 -6.869 -0.496  0.123
103 H -13.402 -1.887 -1.619  0.120
104 O 1.963 4.275 7.500  0.003
105 H 5.909 -6.865 0.459  0.132
106 C 7.248 -2.911 -1.116  -0.424
107 H -7.185 -2.324 0.170  0.097
108 H 6.012 -1.178 0.688  0.144
109 H -13.012 2.083 -4.305  0.123
110 C 1.856 3.046 6.983  -0.604
111 F 0.526 -0.594 1.300  0.163
112 C 6.260 -4.905 -0.499  -0.059
113 C 5.011 -1.377 0.284  -0.182
114 H 2.501 5.332 9.156  0.092
115 H -9.284 0.807 -0.181  0.092
116 F 3.136 1.698 1.926  0.175
117 C -11.458 1.883 -2.296  -0.604
118 H 11.474 11.390 -4.725  0.079
119 H 3.804 -5.289 -2.072  0.120
120 H -15.497 -1.134 -0.560  0.082
121 C 5.452 -6.142 -0.222  -0.098
122 C 4.828 -2.903 0.118  -0.086
123 H 2.592 -1.250 -0.149  0.136
124 H 5.436 -6.649 -1.211  0.135
125 C 7.899 2.866 -0.687  -0.593
126 H -12.171 3.461 -4.996  0.122
127 H 8.958 2.006 -3.816  0.084
128 C -0.064 1.298 5.376  -0.053
129 C 2.097 1.704 -0.176  -0.388
130 H -11.840 -5.400 2.582  0.097
131 F -0.264 1.407 -0.495  0.134
132 F 2.090 3.051 -0.201  0.147
133 H 9.223 0.986 -2.412  0.073
134 H 1.685 -4.360 -2.116  0.111
135 H -14.105 -0.483 0.330  0.079
136 O -12.470 1.302 -1.995  0.114


- What is the total energy in the second record?
  -1120.91199 hartree


- Which formula does entry 2 have?
  C5H7NOS2